Molecular formula: C5H4N2O
Method: DFT, ωB97M-V/def2-TZVPD

ΔE to the lowest compared entry with this formula, charge and spin = 355.8 kJ/mol
SMILES = [H]/N=C1/N=CC=CC1=O
F_max = 7.284 eV Å⁻¹
DFT total energy = -377.52852 Eh
net charge = 0

Each line ends with the natural charge from an NBO analysis.
Cartesian coordinates (Å):
C  1.1893  -1.0518  -0.2718  0.053
N  0.0298  -1.7239  -0.0138  -0.335
H  -3.1378  -0.6131  0.1762  0.372
C  1.6121  0.3498  -0.0855  -0.256
H  0.6049  2.4317  0.3760  0.253
N  -2.3023  -1.1268  0.1321  -0.523
C  0.7165  1.3782  0.3048  -0.190
C  -0.7604  0.7811  -0.0647  0.453
H  1.8503  -1.8149  -0.2789  0.200
H  2.8321  0.4404  0.1041  0.241
O  -1.6046  1.6434  -0.3313  -0.507
C  -1.0299  -0.6942  -0.0472  0.239